Entry 1:
{"formula": "C21H29AlN3O5", "method": "ωB97M-V/def2-TZVPD", "elements": ["Al", "O", "O", "O", "O", "O", "N", "N", "N", "C", "C", "C", "C", "C", "C", "C", "C", "C", "C", "C", "C", "C", "C", "C", "C", "C", "C", "C", "C", "C", "H", "H", "H", "H", "H", "H", "H", "H", "H", "H", "H", "H", "H", "H", "H", "H", "H", "H", "H", "H", "H", "H", "H", "H", "H", "H", "H", "H", "H"], "coordinates": [[0.82, -0.46, -0.71], [1.44, -1.05, -2.47], [0.11, -2.28, -0.73], [2.78, -0.22, -0.49], [0.99, 1.40, -1.11], [-0.97, -0.03, -1.25], [-2.77, 2.21, 1.15], [-4.20, 0.46, 0.40], [0.62, -0.38, 1.22], [3.05, 1.13, -0.01], [0.94, -2.33, -2.98], [1.23, -1.31, 1.99], [-4.26, -0.01, 1.64], [-1.99, 2.36, 3.43], [-1.08, 1.10, -2.16], [-0.18, 2.16, -1.56], [-0.79, 1.93, 3.81], [-3.51, 1.58, 0.24], [0.59, -0.16, 3.97], [-2.81, 1.70, 2.39], [0.65, -3.17, -1.75], [-0.08, 0.79, 3.20], [-1.89, -1.14, -1.47], [3.61, -0.72, -1.59], [-1.35, -2.24, -0.57], [-0.02, 0.64, 1.82], [1.24, -1.22, 3.36], [-3.60, 0.60, 2.69], [2.22, 2.11, -0.83], [2.78, -0.62, -2.85], [-0.05, -3.98, -1.95], [-3.69, 0.23, 3.71], [-1.87, -1.41, -2.53], [2.68, 2.39, -1.78], [-4.86, -0.90, 1.80], [3.85, -1.75, -1.34], [-2.43, 3.22, 3.93], [-1.52, -2.01, 0.48], [1.56, -3.59, -1.32], [4.53, -0.14, -1.64], [2.76, 1.13, 1.03], [1.75, -1.98, 3.94], [-0.28, 2.42, 4.64], [-0.75, 0.79, -3.15], [-2.89, -0.84, -1.17], [-1.77, -3.21, -0.81], [0.13, 2.89, -2.30], [1.69, -2.79, -3.61], [2.01, 3.02, -0.25], [-0.50, 1.37, 1.18], [1.72, -2.13, 1.48], [0.60, -0.06, 5.05], [4.12, 1.33, -0.08], [0.06, -2.12, -3.57], [-0.63, 2.65, -0.70], [-3.55, 2.04, -0.75], [3.17, -1.25, -3.65], [-2.12, 1.43, -2.20], [2.69, 0.40, -3.22]], "total_charge": 3}

***

Entry 2:
{"formula": "C3H7N2S", "method": "ωB97M-V/def2-TZVPD", "elements": ["S", "N", "N", "C", "C", "C", "H", "H", "H", "H", "H", "H", "H"], "coordinates": [[2.35, 0.15, -0.22], [-0.12, 1.13, 0.48], [0.08, -1.21, 0.08], [0.81, 0.09, 0.67], [-1.26, 0.78, -0.30], [-1.14, -0.60, -0.51], [0.26, 2.12, 0.56], [0.95, 0.05, 1.70], [0.52, -1.77, -0.51], [-2.13, 1.26, -0.62], [1.76, 1.01, -1.09], [-0.29, -1.73, 0.81], [-1.78, -1.29, -1.07]], "total_charge": 1, "smiles": "S[C@H]1NC=C[NH2+]1", "e_above_lowest_ev": 2.664}

***

Entry 3:
{"formula": "C5H11NO", "method": "ωB97M-V/def2-TZVPD", "elements": ["O", "N", "C", "C", "C", "C", "C", "H", "H", "H", "H", "H", "H", "H", "H", "H", "H", "H"], "coordinates": [[-2.93, -4.21, 3.87], [1.63, 2.21, -0.11], [2.07, 1.59, -2.50], [-0.74, 0.34, -0.51], [0.07, 0.84, -1.49], [1.30, 1.62, -1.34], [-0.34, -0.60, 0.57], [-3.60, -4.61, 3.31], [1.66, 0.92, -3.23], [-0.49, 0.89, -2.42], [-1.72, 0.81, -0.38], [0.73, 2.58, 0.20], [2.22, 3.00, -0.34], [-0.43, -0.22, 1.60], [-2.26, -4.84, 4.10], [0.73, -0.81, 0.72], [3.08, 1.97, -2.55], [-0.99, -1.49, 0.51]], "total_charge": 0, "smiles": "C=C(N)/C=C\\C.O", "e_above_lowest_ev": 4.006}

***

Entry 4:
{"formula": "C24H66N6O6", "method": "ωB97M-V/def2-TZVPD", "elements": ["O", "O", "O", "O", "O", "O", "N", "N", "N", "N", "N", "N", "C", "C", "C", "C", "C", "C", "C", "C", "C", "C", "C", "C", "C", "C", "C", "C", "C", "C", "C", "C", "C", "C", "C", "C", "H", "H", "H", "H", "H", "H", "H", "H", "H", "H", "H", "H", "H", "H", "H", "H", "H", "H", "H", "H", "H", "H", "H", "H", "H", "H", "H", "H", "H", "H", "H", "H", "H", "H", "H", "H", "H", "H", "H", "H", "H", "H", "H", "H", "H", "H", "H", "H", "H", "H", "H", "H", "H", "H", "H", "H", "H", "H", "H", "H", "H", "H", "H", "H", "H", "H"], "coordinates": [[-0.36, 4.80, -9.77], [2.35, 4.77, 7.12], [-2.02, -7.91, -5.20], [0.33, 1.81, 0.28], [6.58, -3.58, 1.78], [-8.64, 0.57, 5.08], [-1.51, 2.31, -9.01], [8.95, -3.62, -1.15], [0.11, -5.93, -4.67], [-7.89, -1.11, 2.92], [3.35, 6.93, 9.86], [1.16, -0.88, -0.13], [-8.83, 1.14, 3.79], [3.02, 6.66, 8.49], [0.31, -7.36, -4.76], [-0.24, -0.64, 0.34], [1.06, 4.33, 7.58], [-7.91, 0.39, 2.83], [-1.44, 3.41, -8.08], [-8.09, 0.75, 1.31], [7.23, -4.19, 0.66], [0.19, -8.03, -3.38], [3.90, 7.56, 7.57], [-0.71, -7.93, -5.79], [0.73, 3.00, 1.03], [8.38, -3.18, 0.13], [-1.51, 5.54, -10.20], [-2.98, -7.16, -5.95], [-9.17, 1.20, 6.20], [5.80, -4.47, 2.49], [3.21, 5.17, 8.25], [-0.77, -1.79, 1.23], [-1.17, 2.68, -6.77], [8.04, -1.69, 0.19], [-0.31, 4.31, -8.50], [-0.26, 0.77, 1.08], [-1.77, -1.54, 1.59], [-7.38, -1.41, 3.74], [-2.42, 3.88, -8.05], [-1.22, 1.18, 1.40], [1.53, -0.08, -0.62], [-0.70, -7.35, -6.71], [1.35, -7.34, -5.09], [-0.80, -7.86, -2.95], [0.90, -7.55, -2.71], [2.92, 4.68, 9.18], [-0.30, 5.19, -7.86], [5.18, -4.01, 3.25], [0.82, -5.42, -4.16], [-9.05, 0.47, 0.88], [1.54, 2.61, 1.65], [-8.57, 2.19, 3.86], [-7.31, 0.27, 0.70], [-2.54, -6.17, -6.00], [9.81, -3.10, -1.22], [0.13, 3.29, 1.89], [0.42, -9.10, -3.32], [-8.81, -1.38, 3.23], [-10.25, 1.24, 6.10], [7.59, -1.24, 1.08], [-2.39, 4.89, -10.14], [-0.82, 1.62, -8.74], [-8.75, 2.20, 6.30], [-3.12, -7.47, -6.98], [-0.90, -0.66, -0.53], [2.85, 6.45, 10.59], [9.15, -3.25, 0.90], [0.38, 0.65, 1.95], [3.60, 7.53, 6.52], [0.40, 4.15, 6.74], [-0.27, 2.07, -6.75], [3.76, 8.61, 7.85], [-6.87, 0.64, 3.06], [1.86, -0.97, 0.59], [-0.08, -1.90, 2.07], [6.64, -4.51, -0.21], [1.95, 6.80, 8.38], [6.48, -5.20, 2.93], [-1.07, 2.73, -9.81], [4.95, 7.26, 7.66], [1.10, 3.85, 0.45], [7.78, -5.06, 1.03], [8.88, -1.16, -0.25], [7.29, -1.70, -0.60], [0.66, 3.81, -8.43], [-1.14, 3.45, -6.00], [-1.65, 6.41, -9.55], [5.16, -4.95, 1.75], [-1.35, 5.92, -11.22], [-0.90, -2.74, 0.72], [-2.04, 2.05, -6.57], [-0.75, -5.73, -4.19], [-8.88, 0.69, 7.12], [0.54, 5.01, 8.25], [3.06, 7.84, 10.17], [-0.43, -8.94, -6.06], [1.35, 3.43, 8.11], [9.34, -4.55, -1.09], [-3.99, -7.08, -5.53], [-8.05, 1.83, 1.20], [4.22, 4.81, 8.04], [-9.90, 1.09, 3.56]], "total_charge": 0, "smiles": "COC[C@H](C)N.COC[C@H](C)N.COC[C@H](C)N.COC[C@H](C)N.COC[C@H](C)N.COC[C@H](C)N", "e_above_lowest_ev": 4.575}

***

Entry 5:
{"formula": "C28H52Cl4N4O20S5", "method": "ωB97M-V/def2-TZVPD", "elements": ["Cl", "Cl", "Cl", "Cl", "S", "S", "S", "S", "S", "O", "O", "O", "O", "O", "O", "O", "O", "O", "O", "O", "O", "O", "O", "O", "O", "O", "O", "O", "O", "N", "N", "N", "N", "C", "C", "C", "C", "C", "C", "C", "C", "C", "C", "C", "C", "C", "C", "C", "C", "C", "C", "C", "C", "C", "C", "C", "C", "C", "C", "C", "C", "H", "H", "H", "H", "H", "H", "H", "H", "H", "H", "H", "H", "H", "H", "H", "H", "H", "H", "H", "H", "H", "H", "H", "H", "H", "H", "H", "H", "H", "H", "H", "H", "H", "H", "H", "H", "H", "H", "H", "H", "H", "H", "H", "H", "H", "H", "H", "H", "H", "H", "H", "H"], "coordinates": [[0.38, 2.29, -6.06], [0.60, -0.14, -4.35], [-0.76, -5.22, 0.44], [-2.69, -5.23, 2.45], [4.01, 0.51, 3.70], [3.28, -3.28, 1.00], [0.48, 2.03, 6.45], [3.21, 3.98, -2.12], [-4.46, -2.29, -5.29], [-4.50, -3.13, -6.48], [-3.93, -0.81, -5.78], [3.62, -4.83, 0.52], [1.87, -3.21, 1.42], [3.91, 2.85, -3.10], [2.26, 4.70, -2.98], [5.63, 0.13, 3.69], [-0.79, 1.43, 6.81], [1.00, 1.39, 4.97], [1.53, 2.16, 7.45], [-3.08, -2.63, -4.41], [4.67, 4.77, -1.85], [2.71, 3.35, -0.92], [3.30, -0.65, 4.30], [0.18, 3.49, 5.76], [4.29, -2.87, 1.98], [4.27, 1.71, 4.84], [3.51, -2.70, -0.55], [-5.57, -2.16, -4.39], [3.70, 1.12, 2.40], [-1.01, -0.48, 3.49], [-0.50, 6.29, -4.50], [-1.43, 0.87, -2.10], [-2.94, -2.33, -0.41], [1.18, 1.54, -4.60], [-5.03, -5.08, -1.14], [3.40, -5.06, -0.78], [-3.06, 5.31, -2.22], [1.10, 2.44, 4.02], [-4.90, -4.05, -0.04], [4.02, -3.70, -1.40], [1.28, 0.26, 0.27], [-2.69, -0.50, -5.21], [-0.88, 0.35, -1.16], [-3.81, -6.04, -1.37], [-1.17, -4.46, 2.01], [-4.50, -0.80, 4.71], [5.67, 4.22, -2.64], [-3.00, -0.91, 5.19], [-0.18, -0.25, 0.00], [-2.84, 3.91, -2.67], [-0.07, 3.32, 4.38], [2.14, 0.28, -1.04], [-4.65, -1.78, 3.46], [5.57, 2.16, 4.94], [-1.90, -0.68, 4.25], [-3.82, -3.10, -0.21], [-1.50, 6.35, -3.96], [-2.84, 6.34, -3.25], [5.25, 2.75, -2.92], [6.42, 1.25, 4.00], [-2.00, -1.85, -4.97], [5.52, 2.03, -2.15], [1.96, 0.97, -1.85], [2.33, -5.15, -0.90], [-1.35, -1.85, -4.09], [-3.92, -6.60, -2.30], [-1.97, 3.74, -3.30], [-4.76, 0.25, 4.61], [-2.81, 7.25, -2.65], [-2.90, 3.20, -1.84], [1.09, 1.99, 3.03], [2.06, 2.91, 4.26], [1.80, -0.33, 1.03], [2.11, -0.72, -1.46], [3.83, -5.92, -1.31], [-2.93, -5.45, -1.63], [1.30, 1.29, 0.60], [5.87, 2.23, 5.99], [-4.07, 5.36, -1.81], [-1.34, -3.41, 1.79], [-2.76, -1.80, 5.77], [0.97, 2.14, -3.73], [-5.10, -1.10, 5.58], [5.66, 2.45, -3.89], [-5.81, -3.44, -0.02], [-2.74, -0.10, 5.88], [-0.74, -0.08, 0.92], [5.77, 4.77, -3.58], [-3.62, 3.57, -3.36], [-0.02, 4.32, 3.96], [-3.73, 6.43, -3.88], [-3.99, -1.52, 2.63], [-5.65, -1.83, 3.01], [-1.55, -2.35, -5.83], [-4.97, -4.56, -2.10], [2.25, 1.49, -4.80], [-1.04, 2.85, 4.18], [-4.76, -4.60, 0.89], [-0.40, -4.56, 2.78], [3.17, 0.54, -0.80], [-3.68, -6.68, -0.50], [7.39, 0.82, 4.26], [5.69, 3.16, 4.53], [-2.36, 5.52, -1.41], [5.11, -3.66, -1.46], [-3.07, 0.05, -4.36], [6.62, 4.30, -2.11], [-2.06, 0.20, -5.76], [-4.44, -2.84, 3.59], [3.79, -3.50, -2.44], [6.51, 1.73, 3.03], [-6.03, -5.49, -0.99], [-0.18, -1.34, 0.00]], "total_charge": 0, "smiles": "O=S1(=O)OCCO1.O=S1(=O)OCCO1.O=S1(=O)OCCO1.O=S1(=O)OCCO1.O=S1(=O)OCCO1.CCCC#N.CCCC#N.CCCC#N.CCCC#N.ClCCl.ClCCl"}

***

Entry 6:
{"formula": "C49H38N3O8P2PtS", "method": "ωB97M-V/def2-TZVPD", "elements": ["Pt", "S", "P", "P", "O", "O", "O", "O", "O", "O", "O", "O", "N", "N", "N", "C", "C", "C", "C", "C", "C", "C", "C", "C", "C", "C", "C", "C", "C", "C", "C", "C", "C", "C", "C", "C", "C", "C", "C", "C", "C", "C", "C", "C", "C", "C", "C", "C", "C", "C", "C", "C", "C", "C", "C", "C", "C", "C", "C", "C", "C", "C", "C", "C", "H", "H", "H", "H", "H", "H", "H", "H", "H", "H", "H", "H", "H", "H", "H", "H", "H", "H", "H", "H", "H", "H", "H", "H", "H", "H", "H", "H", "H", "H", "H", "H", "H", "H", "H", "H", "H", "H"], "coordinates": [[0.15, 0.02, -0.66], [2.47, 0.13, -0.64], [0.22, 2.36, -1.12], [0.23, -0.07, 1.68], [2.95, -7.45, -2.05], [0.60, -2.06, -0.46], [0.27, -0.24, -2.77], [-2.77, -7.36, 0.35], [-2.91, -5.29, 0.97], [3.16, -0.93, -1.31], [1.27, -2.68, -2.52], [1.42, -8.90, -1.55], [-1.81, -0.60, -1.16], [1.85, -7.77, -1.65], [-2.35, -6.23, 0.42], [2.37, 3.95, -1.82], [-2.16, 2.82, 4.30], [-2.80, -0.83, -0.28], [0.95, -6.67, -1.22], [0.61, -2.71, 2.38], [1.98, 2.69, -1.38], [-1.39, 4.02, -2.70], [0.15, 5.04, 1.92], [1.34, -5.37, -1.47], [-0.28, -1.63, 2.37], [0.50, -4.34, -1.04], [-2.10, -0.58, -2.48], [-1.30, 4.05, -5.11], [-0.34, 3.42, 0.21], [-1.80, 4.55, -3.92], [0.04, 2.48, -3.88], [4.31, 0.22, 1.34], [-1.71, 3.63, 0.40], [-3.41, -0.70, -2.93], [-2.14, 4.57, 1.32], [-1.90, -2.98, 3.55], [4.61, 3.12, -2.17], [4.72, 0.11, 2.66], [-4.43, -0.89, -2.01], [2.43, -0.15, 3.37], [2.93, 1.68, -1.31], [-1.21, 5.28, 2.07], [0.25, -3.90, 2.98], [-0.69, -4.62, -0.39], [3.69, 4.16, -2.19], [-1.54, -1.77, 2.97], [2.95, 0.18, 1.06], [-4.11, -0.99, -0.66], [-0.04, 1.88, 3.66], [-1.00, -4.04, 3.56], [-0.97, -0.48, -3.45], [-0.49, 2.95, -2.67], [2.00, 0.02, 2.05], [4.24, 1.86, -1.74], [-1.05, -5.94, -0.21], [-2.76, 2.20, 3.21], [-0.65, 1.21, 2.60], [-0.36, 3.02, -5.08], [-0.25, -6.99, -0.62], [0.82, -2.94, -1.39], [-2.01, 1.42, 2.35], [3.78, -0.09, 3.66], [0.58, 4.10, 0.99], [-0.80, 2.68, 4.50], [1.65, 3.94, 0.86], [0.95, -4.72, 3.01], [-0.55, -8.02, -0.47], [-5.45, -0.99, -2.35], [-2.75, 3.42, 4.98], [-1.15, 0.30, -4.18], [-3.20, 4.76, 1.44], [-2.22, -0.94, 3.04], [0.87, 5.59, 2.51], [-2.49, 5.38, -3.92], [-1.55, 6.03, 2.78], [3.99, 5.14, -2.54], [-3.61, -0.68, -3.99], [2.27, -5.18, -1.98], [5.63, 3.29, -2.51], [1.02, 1.78, 3.85], [-3.82, 2.33, 3.03], [5.77, 0.15, 2.90], [-2.49, 0.96, 1.51], [-2.44, 3.08, -0.18], [-1.34, -3.83, -0.04], [0.81, 1.72, -3.87], [1.60, -2.61, 1.94], [-2.51, -0.96, 0.75], [-0.88, -1.43, -3.98], [-1.61, 4.48, -6.05], [0.07, 2.66, -6.01], [4.94, 1.04, -1.75], [-2.87, -3.08, 4.02], [-1.77, 4.47, -1.79], [5.05, 0.31, 0.55], [1.64, 4.75, -1.91], [-1.28, -4.97, 4.04], [0.81, -1.18, -2.82], [-0.32, 3.18, 5.33], [-4.87, -1.20, 0.08], [4.11, -0.22, 4.69], [1.71, -0.37, 4.15]], "total_charge": 3, "e_above_lowest_ev": 0.591}

***

| no. | energy (eV) |
| --- | --- |
| 1 | -43528.5346 |
| 2 | -17030.9069 |
| 3 | -8897.6914 |
| 4 | -47177.1414 |
| 5 | -181045.5816 |
| 6 | -104910.5713 |